Record 1
This record from the Open Molecules 2025 dataset describes a structure of composition C20H35N3O4PtS2Si. The level of theory is ωB97M-V/def2-TZVPD.

Each line ends with the natural charge from an NBO analysis.
Atoms and positions in Å:
Pt: 0.92453 0.21377 0.78115  0.836
C: -0.02660 -0.64248 5.85966  -0.743
S: -0.71659 0.88872 5.16730  0.353
C: -0.28354 0.75533 3.49160  -0.053
S: 0.53536 -0.68469 2.86317  -0.152
N: -0.61792 1.73218 2.71284  -0.395
N: -0.22751 1.64236 1.45363  -0.160
C: -0.41664 2.67599 0.60824  -0.013
C: 0.12455 2.52788 -0.66617  0.159
C: 0.11466 3.50846 -1.68785  -0.227
C: 0.63857 3.21480 -2.91411  -0.147
C: 1.14828 1.92430 -3.15841  -0.238
C: 1.15332 1.00778 -2.13530  0.072
N: 0.70858 1.29813 -0.91362  -0.452
H: -0.15145 -0.55862 6.93438  0.236
H: 1.02561 -0.71402 5.60350  0.244
H: -0.57338 -1.49840 5.47665  0.235
H: -0.95028 3.54951 0.94877  0.226
H: -0.30693 4.47427 -1.46162  0.230
H: 0.66303 3.96120 -3.69257  0.228
H: 1.54211 1.65301 -4.12229  0.234
H: 1.53326 0.00307 -2.27225  0.241
C: 4.29607 -1.22657 -3.36205  -0.627
C: 4.97956 -1.03257 -2.00991  0.279
C: 6.48755 -1.26129 -2.16770  -0.613
C: 4.74249 0.38322 -1.47054  -0.636
O: 4.50623 -2.00098 -1.10008  -0.932
Si: 3.02917 -2.30664 -0.48919  2.512
O: 2.35239 -0.96877 0.06438  -1.294
O: 2.11092 -3.02136 -1.63427  -0.937
C: 0.85292 -3.65991 -1.49687  0.278
C: 0.20765 -3.69520 -2.88728  -0.613
C: -0.05213 -2.89460 -0.52587  -0.632
C: 1.06098 -5.08452 -0.97525  -0.634
O: 3.25309 -3.39120 0.70932  -0.941
C: 4.07071 -3.30055 1.85838  0.281
C: 4.14884 -1.86193 2.37352  -0.640
C: 3.44661 -4.21504 2.91768  -0.615
C: 5.47341 -3.79993 1.50012  -0.629
H: 4.61545 -0.46622 -4.06956  0.202
H: 3.22054 -1.18215 -3.23167  0.205
H: 4.54771 -2.21091 -3.74592  0.219
H: 6.89475 -0.54295 -2.87424  0.202
H: 6.67087 -2.26789 -2.53143  0.212
H: 6.99393 -1.14028 -1.21359  0.210
H: 4.96806 1.13007 -2.22894  0.200
H: 5.37102 0.56042 -0.59944  0.211
H: 3.70692 0.48910 -1.16179  0.228
H: 0.00776 -2.68619 -3.23862  0.200
H: -0.72784 -4.24548 -2.84059  0.204
H: 0.86937 -4.18082 -3.59876  0.213
H: -0.13367 -1.84913 -0.83333  0.205
H: 0.37829 -2.93762 0.47158  0.220
H: -1.04706 -3.32973 -0.50578  0.211
H: 1.63401 -5.67102 -1.68818  0.209
H: 0.10053 -5.56547 -0.81017  0.201
H: 1.61459 -5.03957 -0.04249  0.234
H: 3.14136 -1.47841 2.52491  0.223
H: 4.64201 -1.23874 1.63313  0.216
H: 4.69566 -1.81646 3.31232  0.206
H: 2.45903 -3.85502 3.19332  0.209
H: 4.07313 -4.24785 3.80508  0.202
H: 3.34916 -5.21967 2.51406  0.210
H: 5.85082 -3.22297 0.66202  0.226
H: 5.42491 -4.84563 1.20879  0.207
H: 6.14289 -3.69490 2.34978  0.200

Calculated values
2S+1   1
HOMO-LUMO gap   0.2340 Ha
HOMO   -8.0 eV

Record 2
This record from the Open Molecules 2025 dataset describes a cluster of 2 separate species, C3H12N3O2 in total. The level of theory is ωB97M-V/def2-TZVPD.

Each line ends with the natural charge from an NBO analysis.
Atoms and positions in Å:
C: 1.89480 1.88213 -0.62353  -0.240
C: -2.04106 -1.92179 0.51492  -0.293
C: -0.09347 0.56281 -1.26745  0.083
N: 1.36841 -1.03908 0.49988  -0.636
N: -0.92236 0.63642 0.89480  -0.587
N: -0.53258 -0.21609 -0.06435  0.273
O: 0.55514 1.67880 -0.86733  -0.538
O: -1.24629 -1.26670 -0.48919  -0.275
H: 2.06584 1.38997 0.24899  0.178
H: 1.98368 2.96589 -0.51743  0.213
H: 2.61759 1.57452 -1.45803  0.200
H: -2.34675 -1.06321 1.11621  0.195
H: -1.39717 -2.41551 1.31184  0.209
H: -2.87117 -2.46745 0.03329  0.262
H: -1.05353 0.95161 -1.71978  0.232
H: 0.54954 -0.19982 -1.90016  0.238
H: 1.46862 -2.01564 0.23469  0.350
H: 1.29955 -0.95476 1.41352  0.306
H: -0.84637 0.40452 1.85403  0.403
H: -0.45240 1.51339 0.78509  0.427

Calculated values
2S+1   1
Net charge   +1
HOMO-LUMO gap (spin up / spin down)   0.3474 / 0.3308 Ha
HOMO (spin up / spin down)   -15.0 / -14.0 eV

Record 3
This record from the Open Molecules 2025 dataset describes a structure of composition C38H42BeIN2O2P2Si2. The level of theory is ωB97M-V/def2-TZVPD.

Each line ends with the Löwdin charge.
Atoms and positions in Å:
Be: 0.34264 0.14226 -0.90988  -0.015
C: 1.33292 -2.68584 -2.33952  -0.165
Si: 2.54881 -1.65392 -1.33633  0.375
C: 3.55401 -0.62216 -2.55743  -0.172
C: 3.73139 -2.85996 -0.50532  -0.172
N: 1.69657 -0.60445 -0.27544  -0.239
P: 1.40076 -0.58787 1.34151  0.674
C: -0.10453 -1.01442 1.81984  -0.404
P: -1.38840 -0.98936 0.80590  0.679
N: -1.14753 -0.65449 -0.79975  -0.228
Si: -2.36365 -0.32415 -1.98640  0.389
C: -2.98882 1.46185 -1.89165  -0.148
C: -3.86701 -1.47112 -1.91681  -0.171
C: -1.67442 -0.60690 -3.71512  -0.180
C: -2.25943 -2.59487 0.91588  -0.290
C: -2.14214 -3.52618 -0.10904  -0.102
C: -2.66871 -4.80277 0.02982  -0.091
C: -3.32597 -5.16013 1.19762  -0.109
C: -3.44297 -4.23819 2.23024  -0.097
C: -2.90655 -2.96744 2.09184  -0.093
C: -2.66055 0.22742 1.33974  -0.266
C: -4.03460 0.03278 1.24317  -0.103
C: -4.92296 1.05153 1.56925  -0.100
C: -4.44302 2.28227 1.98824  -0.107
C: -3.07233 2.48447 2.09483  -0.085
C: -2.19073 1.46317 1.78207  -0.079
C: 1.89447 1.11129 1.85946  -0.285
C: 1.39204 1.61147 3.05701  -0.092
C: 1.72085 2.89004 3.48396  -0.095
C: 2.55818 3.68691 2.71387  -0.110
C: 3.06279 3.19774 1.51737  -0.095
C: 2.73251 1.91764 1.09597  -0.102
C: 2.67991 -1.53535 2.24310  -0.287
C: 2.27801 -2.67316 2.93176  -0.088
C: 3.20530 -3.43764 3.62648  -0.093
C: 4.54098 -3.06263 3.64240  -0.105
C: 4.94548 -1.91703 2.96814  -0.099
C: 4.01719 -1.15710 2.27523  -0.102
H: 1.84494 -3.28632 -3.09613  0.026
H: 0.60547 -2.04811 -2.84265  -0.001
H: 0.77803 -3.35854 -1.68137  0.023
H: 3.73807 -1.15711 -3.49130  0.021
H: 4.52242 -0.34435 -2.13369  0.020
H: 3.01301 0.29448 -2.79353  0.008
H: 4.12365 -3.51873 -1.28710  0.028
H: 3.24525 -3.48247 0.24620  0.028
H: 4.57671 -2.36443 -0.02994  0.016
H: -3.95293 1.52549 -1.38230  0.021
H: -3.10674 1.88686 -2.89183  0.027
H: -2.29321 2.08871 -1.33267  0.014
H: -4.17699 -1.77498 -0.92065  -0.001
H: -3.66163 -2.38483 -2.47971  0.026
H: -4.71415 -0.97042 -2.39424  0.030
H: -0.81088 0.01798 -3.93704  0.013
H: -2.45526 -0.39852 -4.45158  0.027
H: -1.38019 -1.65154 -3.83527  0.018
H: -1.63174 -3.24262 -1.02153  0.087
H: -2.56701 -5.51756 -0.77798  0.097
H: -3.74222 -6.15435 1.30713  0.091
H: -3.94680 -4.51272 3.14959  0.094
H: -2.97420 -2.25888 2.90905  0.108
H: -4.42804 -0.92120 0.91711  0.086
H: -5.98982 0.87797 1.49186  0.095
H: -5.13296 3.07990 2.23758  0.092
H: -2.68681 3.44202 2.42554  0.097
H: -1.12007 1.61021 1.87013  0.084
H: 0.71423 0.99306 3.63564  0.100
H: 1.31488 3.26783 4.41505  0.094
H: 2.81025 4.68919 3.04007  0.091
H: 3.70717 3.81824 0.90500  0.096
H: 3.09770 1.53891 0.14786  0.100
H: 1.22389 -2.92933 2.90932  0.087
H: 2.88308 -4.32396 4.16022  0.095
H: 5.26614 -3.65644 4.18598  0.092
H: 5.98581 -1.61557 2.98386  0.096
H: 4.33920 -0.26056 1.75769  0.106
I: 0.33507 7.97750 -3.97238  0.830
C: 0.34520 6.03419 -3.20637  -0.737
C: 0.08674 5.83490 -1.85784  -0.145
C: 0.09518 4.54479 -1.35359  0.003
C: 0.35931 3.47223 -2.19535  -0.115
C: 0.61799 3.68400 -3.54348  -0.001
C: 0.61145 4.97092 -4.05712  -0.149
C: 0.36199 2.09373 -1.64051  -0.541
O: 0.63273 1.09261 -2.37158  0.012
O: 0.09100 1.87989 -0.43786  0.038
H: -0.11781 6.67638 -1.21075  0.091
H: -0.09716 4.35102 -0.30671  0.126
H: 0.81907 2.83112 -4.17746  0.123
H: 0.81044 5.14567 -5.10542  0.089

Calculated values
2S+1   1
Net charge   -1
HOMO-LUMO gap   0.2149 Ha
HOMO   -4.0 eV

Record 4
This record from the Open Molecules 2025 dataset describes a structure of composition C5H10O2. The level of theory is ωB97M-V/def2-TZVPD.

Each line ends with the natural charge from an NBO analysis.
Atoms and positions in Å:
O: 1.65262 -0.19781 1.36653  -0.727
C: 1.85161 -0.55196 0.01494  -0.059
C: 0.49574 -0.80722 -0.57432  -0.415
C: -0.51031 0.34931 -0.53502  -0.271
C: -1.97648 -0.10344 -0.46631  -0.045
O: -2.22742 0.62329 0.74049  -0.540
C: -0.88087 1.11258 0.76224  -0.059
H: 2.33308 0.43707 1.58833  0.471
H: 2.46899 -1.46635 -0.04202  0.166
H: 2.33304 0.25198 -0.55797  0.157
H: 0.10936 -1.68695 -0.05297  0.205
H: 0.66686 -1.08184 -1.61941  0.211
H: -0.32317 1.02992 -1.37078  0.202
H: -2.12628 -1.20247 -0.42966  0.167
H: -2.60555 0.32675 -1.23684  0.169
H: -0.85881 2.21527 0.75426  0.169
H: -0.40242 0.75190 1.65851  0.198

Calculated values
2S+1   1
HOMO-LUMO gap   0.3695 Ha
HOMO   -9.2 eV

Ordered relative energy (zero: lowest compared OMol25 entry of this formula, charge and spin) results: 14.9; 207.1; 0.5; 60.9; unit kcal/mol.
Ordered electronic energy results: -66769.286; -11856.900; -90008.117; -9440.402; unit eV.
Ordered F_max results: 3.68; 6.20; 0.41; 0.64; unit eV Å⁻¹.